# 1
{"formula": "C49H58Br6N3O5Ti", "method": "ωB97M-V/def2-TZVPD", "lumo_ev": [3.8, 3.8], "total_charge": -2, "multiplicity": 2, "relative_energy_kj_mol": 52.8, "orbital_gap_ev": [3.5, 6.1], "elements": ["Ti", "C", "N", "C", "C", "C", "N", "C", "C", "C", "C", "C", "C", "C", "O", "C", "C", "C", "C", "C", "C", "C", "C", "C", "C", "C", "C", "C", "C", "C", "O", "C", "C", "C", "C", "C", "C", "C", "C", "H", "H", "H", "H", "H", "H", "H", "H", "H", "H", "H", "H", "H", "H", "H", "H", "H", "H", "H", "H", "H", "H", "H", "H", "H", "H", "H", "H", "H", "H", "H", "H", "H", "H", "H", "H", "H", "H", "H", "H", "H", "H", "H", "H", "H", "H", "H", "H", "H", "H", "H", "H", "H", "H", "Br", "C", "C", "Br", "C", "Br", "C", "O", "C", "O", "C", "Br", "Br", "C", "C", "C", "Br", "C", "C", "C", "C", "N", "C", "C", "O", "H", "H", "H", "H"], "xyz": [[1.7720, -0.2036, -0.2937], [4.0075, -2.3324, 1.0444], [3.2741, -2.4227, -0.2234], [4.2206, -2.4594, -1.3393], [2.4946, -3.6599, -0.2515], [1.1673, -3.5166, 0.4508], [0.3465, -2.4373, -0.1145], [-0.0472, -2.8060, -1.4827], [-0.5803, -1.6992, -2.3392], [-1.8945, -1.6589, -2.7719], [-2.3036, -0.7192, -3.7086], [-1.3097, 0.0772, -4.2766], [0.0266, 0.0535, -3.8889], [0.3637, -0.7686, -2.7915], [1.5566, -0.7508, -2.1941], [1.1020, 0.7851, -4.6964], [2.0551, -0.2762, -5.2710], [0.5079, 1.5708, -5.8679], [1.9135, 1.7575, -3.8400], [-3.7580, -0.5406, -4.1397], [-3.9003, -0.7697, -5.6509], [-4.2105, 0.8872, -3.8013], [-4.6916, -1.5159, -3.4217], [-0.8811, -2.2943, 0.7048], [-1.1861, -1.0063, 1.4224], [-1.9319, -1.1065, 2.5908], [-2.4503, 0.0143, 3.2135], [-2.2398, 1.2365, 2.5797], [-1.4974, 1.3931, 1.4165], [-0.8885, 0.2398, 0.8689], [-0.0530, 0.2967, -0.1764], [-1.3297, 2.7963, 0.8228], [-0.0269, 3.3926, 1.3651], [-1.3133, 2.7761, -0.7143], [-2.4849, 3.7214, 1.2382], [-3.2211, -0.0321, 4.5313], [-4.6301, 0.5443, 4.3317], [-2.4754, 0.7996, 5.5837], [-3.3579, -1.4592, 5.0629], [4.7492, -3.1454, 1.1078], [3.3135, -2.4108, 1.8799], [4.5142, -1.3715, 1.0961], [4.7768, -3.4113, -1.3389], [4.9193, -1.6354, -1.2556], [3.6723, -2.3583, -2.2772], [3.0622, -4.4759, 0.2255], [2.3650, -3.9518, -1.2941], [1.3185, -3.2671, 1.5015], [0.6270, -4.4786, 0.3856], [-0.7758, -3.6324, -1.4439], [0.8376, -3.1781, -1.9953], [-2.5912, -2.3794, -2.3582], [-1.5982, 0.7568, -5.0679], [1.5186, -0.9605, -5.9343], [2.5078, -0.8519, -4.4634], [2.8549, 0.2060, -5.8413], [-0.0497, 0.9286, -6.5544], [1.3225, 2.0350, -6.4286], [-0.1532, 2.3685, -5.5206], [2.5186, 1.2102, -3.1258], [1.2641, 2.4354, -3.2848], [2.5773, 2.3525, -4.4755], [-3.2785, -0.0765, -6.2187], [-4.9394, -0.6278, -5.9642], [-3.5947, -1.7850, -5.9131], [-3.5962, 1.6277, -4.3153], [-4.1194, 1.0709, -2.7293], [-5.2536, 1.0412, -4.0957], [-4.4373, -2.5535, -3.6488], [-5.7217, -1.3427, -3.7446], [-4.6492, -1.3815, -2.3395], [-0.8968, -3.0939, 1.4510], [-1.7349, -2.4757, 0.0414], [-2.0718, -2.0931, 3.0170], [-2.6649, 2.1193, 3.0368], [0.8293, 2.8192, 1.0186], [-0.0333, 3.3827, 2.4587], [0.0983, 4.4240, 1.0233], [-0.4199, 2.2973, -1.1019], [-1.3465, 3.8038, -1.0889], [-2.1870, 2.2417, -1.1008], [-2.4722, 3.9558, 2.3041], [-3.4573, 3.2874, 0.9897], [-2.3832, 4.6671, 0.7007], [-4.5930, 1.5759, 3.9784], [-5.1841, 0.5281, 5.2758], [-5.1839, -0.0424, 3.5947], [-2.3755, 1.8406, 5.2714], [-1.4724, 0.4020, 5.7425], [-3.0116, 0.7791, 6.5381], [-3.9130, -2.0925, 4.3659], [-3.9024, -1.4430, 6.0116], [-2.3797, -1.9092, 5.2386], [4.9511, 5.8432, -1.9789], [4.6406, 4.0341, -1.5118], [5.6964, 3.1476, -1.3940], [7.4795, 3.7212, -1.6784], [5.4497, 1.8054, -1.0634], [6.8358, 0.5316, -0.8717], [4.1550, 1.3596, -0.8514], [3.7909, 0.1487, -0.5610], [3.0760, 2.2765, -0.9434], [1.9097, 1.7343, -0.6946], [3.3222, 3.5928, -1.2862], [1.8409, 4.7502, -1.4579], [3.3571, 2.2981, 2.3153], [2.3045, 1.1312, 3.3770], [2.1130, 1.4757, 4.6991], [1.4629, 0.5799, 5.5350], [1.1940, 1.1174, 7.3535], [1.0720, -0.7011, 5.1210], [0.4798, -1.6814, 5.9535], [0.1805, -2.9398, 5.4133], [0.4793, -3.1890, 4.0951], [1.0309, -2.2844, 3.2640], [1.3015, -1.0474, 3.7409], [1.8366, -0.0791, 2.8409], [1.9353, -0.3515, 1.5328], [2.4824, 2.4185, 5.0744], [0.2739, -1.4519, 6.9892], [-0.2740, -3.7127, 6.0228], [0.2721, -4.1657, 3.6592]], "mulliken_charge": [-0.921, -1.018, 1.550, -1.102, -1.920, -0.013, 1.354, -1.850, 0.646, -0.385, -0.300, -0.354, -0.247, 0.832, -0.816, 2.611, -1.697, -2.519, -1.427, 2.302, -1.785, -1.611, -2.201, -2.265, 1.237, -0.117, -0.598, -0.844, 0.591, -0.841, 1.285, 2.707, -0.840, -1.349, -2.368, 2.409, -1.867, -1.302, -1.952, 0.428, 0.290, -0.065, 0.480, 0.017, 0.088, 0.597, 0.497, -0.263, 0.647, 0.284, 0.564, 0.330, 0.459, 0.367, 0.080, 0.460, 0.418, 0.484, 0.419, -0.244, 0.096, 0.601, 0.284, 0.477, 0.358, 0.293, 0.259, 0.470, 0.375, 0.445, 0.386, 0.438, 0.718, 0.371, 0.187, -0.564, 0.159, 0.449, -0.338, 0.432, 0.195, 0.408, 0.382, 0.494, 0.288, 0.470, 0.351, 0.256, 0.134, 0.480, 0.331, 0.447, 0.210, -0.224, 0.143, 0.185, -0.240, 0.008, -0.208, -0.583, 0.427, -0.342, 1.002, 0.118, -0.108, -0.123, 0.762, -0.604, 0.771, -0.308, 0.673, -0.835, -0.967, -0.635, -0.052, -1.124, -0.907, 0.088, 0.397, 0.316, 0.342, 0.341]}

***

# 2
{"formula": "C49H58Cl2IN9OPPbS", "method": "ωB97M-V/def2-TZVPD", "lumo_ev": -9.6, "total_charge": 3, "relative_energy_kj_mol": 0.0, "orbital_gap_ev": 4.3, "elements": ["Pb", "Cl", "C", "C", "C", "C", "C", "Cl", "C", "S", "H", "H", "H", "C", "C", "C", "C", "C", "O", "C", "N", "C", "C", "C", "C", "C", "C", "P", "C", "C", "C", "C", "C", "C", "C", "C", "C", "C", "C", "C", "H", "H", "H", "H", "H", "H", "H", "H", "H", "H", "H", "H", "H", "H", "H", "H", "H", "H", "H", "H", "H", "H", "H", "H", "C", "N", "C", "C", "N", "C", "C", "C", "C", "C", "C", "N", "C", "N", "C", "C", "N", "C", "C", "N", "C", "C", "H", "H", "H", "H", "H", "H", "H", "H", "H", "H", "H", "H", "H", "H", "H", "H", "H", "H", "H", "H", "H", "H", "H", "H", "H", "H", "H", "H", "I", "C", "C", "N", "N", "C", "H", "H", "H"], "xyz": [[0.7521, 0.8319, -0.0345], [2.8159, 1.1394, 2.3303], [3.8547, 2.4496, 1.7991], [4.9039, 2.7742, 2.6402], [5.7534, 3.8083, 2.2898], [5.5367, 4.5025, 1.1114], [4.4808, 4.1576, 0.2867], [4.2614, 5.0725, -1.1651], [3.5988, 3.1067, 0.5962], [2.3157, 2.7880, -0.5748], [5.0478, 2.2230, 3.5587], [6.5774, 4.0744, 2.9351], [6.1824, 5.3183, 0.8206], [2.6986, -2.2131, 0.3982], [3.3583, -1.7917, -0.9121], [4.3039, -0.6086, -0.7273], [2.3527, -1.5679, -2.0534], [3.0204, -1.7021, -3.4260], [2.5113, -0.5906, -4.1762], [1.8779, 0.2220, -3.3169], [1.7354, -0.2207, -2.1208], [1.4450, 1.4878, -3.9647], [2.2081, 1.8542, -5.0757], [1.8913, 2.9613, -5.8442], [0.7720, 3.7086, -5.5317], [0.0149, 3.3691, -4.4211], [0.3365, 2.2818, -3.6099], [-0.6833, 2.0725, -2.1069], [-2.1887, 1.1722, -2.5844], [-2.6947, 1.1557, -3.8809], [-3.9077, 0.5342, -4.1461], [-4.6274, -0.0658, -3.1206], [-4.1226, -0.0655, -1.8263], [-2.9054, 0.5442, -1.5643], [-1.2765, 3.7597, -1.7387], [-2.6300, 4.0241, -1.5467], [-3.0578, 5.3174, -1.2737], [-2.1412, 6.3525, -1.1929], [-0.7898, 6.0940, -1.3865], [-0.3567, 4.8086, -1.6573], [3.4594, -2.5078, 1.1205], [2.0251, -3.0591, 0.2459], [2.1170, -1.4089, 0.8526], [3.9558, -2.6493, -1.2441], [3.7642, 0.3043, -0.4695], [4.8764, -0.3967, -1.6305], [5.0179, -0.8171, 0.0679], [1.5407, -2.2961, -1.9379], [2.7710, -2.6158, -3.9616], [4.1055, -1.6069, -3.3733], [3.0686, 1.2611, -5.3415], [2.5137, 3.2251, -6.6870], [0.4926, 4.5634, -6.1313], [-0.8329, 3.9903, -4.1642], [-2.1486, 1.6291, -4.6862], [-4.2977, 0.5305, -5.1543], [-5.5834, -0.5255, -3.3293], [-4.6862, -0.5281, -1.0252], [-2.5004, 0.5349, -0.5549], [-3.3677, 3.2372, -1.6315], [-4.1130, 5.5148, -1.1451], [-2.4761, 7.3601, -0.9913], [-0.0696, 6.8985, -1.3341], [0.6969, 4.6311, -1.8267], [-0.4043, -4.6744, 3.5196], [-0.4306, -3.3819, 4.2017], [-0.5569, -3.4575, 5.6606], [-0.4875, -2.2405, 3.5215], [-0.8075, -2.3532, 2.1801], [-1.9970, -2.5615, 1.7594], [-3.1946, -2.3664, 2.5728], [-4.4135, -2.6332, 2.0890], [-4.6024, -3.1280, 0.7289], [-3.5649, -3.3379, -0.0901], [-2.1907, -3.0890, 0.3463], [-1.1512, -3.3710, -0.3433], [-1.2505, -4.1036, -1.5227], [-1.3646, -5.4241, -1.3944], [-1.9818, -6.2968, -2.4000], [-1.0827, -6.0669, -0.1087], [-1.0905, -3.4798, -2.6784], [-1.2983, -2.0333, -2.7742], [-0.7177, -4.1548, -3.9229], [-0.1237, -1.0814, 4.0456], [-0.5927, 0.2111, 3.5493], [0.8795, -0.9686, 5.1103], [-1.4151, -5.0471, 3.3387], [0.1147, -5.3824, 4.1618], [0.1368, -4.5883, 2.5791], [-1.3017, -4.2203, 5.8843], [-0.9023, -2.5122, 6.0656], [0.3858, -3.7405, 6.1262], [-3.0645, -1.9791, 3.5757], [-5.2883, -2.4734, 2.7047], [-5.6093, -3.3285, 0.3899], [-3.7214, -3.6984, -1.0985], [-2.4693, -5.7140, -3.1736], [-2.7429, -6.8900, -1.8933], [-1.2503, -6.9700, -2.8442], [-0.1959, -5.6270, 0.3434], [-0.8898, -7.1197, -0.3006], [-1.9306, -5.9902, 0.5754], [-2.3328, -1.7988, -3.0303], [-0.6482, -1.6430, -3.5531], [-1.0381, -1.5553, -1.8330], [-1.5758, -4.3225, -4.5719], [-0.2210, -5.0961, -3.7076], [-0.0191, -3.5041, -4.4452], [-1.3561, 0.0949, 2.7844], [0.2381, 0.7868, 3.1466], [-1.0114, 0.7605, 4.3934], [0.4315, -0.6574, 6.0533], [1.5961, -0.2091, 4.7981], [1.4071, -1.9077, 5.2396], [-0.9972, 6.6027, 2.8980], [-1.2607, 4.6889, 2.1972], [-2.4430, 4.0013, 2.0636], [-2.1327, 2.7961, 1.5457], [-0.8108, 2.6644, 1.3171], [-0.2781, 3.8118, 1.7136], [-3.4553, 4.2873, 2.2884], [-2.7756, 2.0729, 1.2710], [0.7816, 3.9785, 1.6206]], "mulliken_charge": [0.778, -0.004, 0.370, -0.774, -0.572, -0.648, -0.120, -0.198, 0.032, 0.229, 0.462, 0.419, 0.470, -1.119, 0.336, -1.505, 0.746, -0.513, -0.473, 0.065, 0.999, -0.615, -0.785, -0.977, -0.858, -0.515, 0.605, 1.184, 0.748, -0.770, -0.835, -0.980, -0.585, 0.223, 0.581, -0.303, -0.695, -0.789, -0.954, -0.504, 0.538, 0.234, -0.118, 0.412, 0.144, 0.452, 0.502, -0.918, 0.327, 0.366, 0.591, 0.473, 0.484, 0.647, 0.473, 0.462, 0.418, 0.555, -0.052, 0.451, 0.492, 0.452, 0.484, 0.491, -1.087, 0.157, -1.248, 0.089, 0.574, 0.702, -0.931, -0.878, -0.862, -0.816, 1.356, 0.388, -0.142, 0.132, -1.270, -0.997, 0.271, -1.055, -1.226, 0.167, -0.490, -1.175, 0.316, 0.526, 0.266, 0.426, 0.409, 0.394, 0.565, 0.492, 0.516, 0.559, 0.451, 0.417, 0.393, 0.256, 0.516, 0.294, 0.590, 0.376, -0.002, 0.371, 0.479, 0.309, 0.085, -0.088, 0.570, 0.368, 0.309, 0.419, 0.184, -0.987, -0.365, 0.014, 0.682, -0.392, 0.483, -0.003, 0.623]}